[1]
{"formula": "C13H10N4", "method": "ωB97M-V/def2-TZVPD", "smiles": "C(=C\\n1nnc2ccccc21)/c1ccccn1", "homo_ev": -8.5, "total_charge": 0, "gap_ev": 8.3, "symbols": ["C", "C", "N", "N", "N", "C", "C", "C", "C", "C", "C", "C", "C", "C", "C", "C", "N", "H", "H", "H", "H", "H", "H", "H", "H", "H", "H"], "coordinates": [[-0.157, 1.592, -0.003], [0.290, 0.381, -0.392], [1.324, -0.232, 0.365], [2.167, 0.382, 1.270], [2.973, -0.488, 1.907], [2.757, -1.710, 1.235], [3.462, -2.906, 1.242], [3.136, -4.016, 0.454], [2.034, -3.920, -0.431], [1.407, -2.661, -0.657], [1.718, -1.572, 0.258], [-1.516, 2.168, -0.420], [-2.226, 2.861, 0.574], [-3.491, 3.367, 0.303], [-4.151, 3.025, -0.829], [-3.442, 2.297, -1.779], [-2.158, 1.896, -1.568], [0.313, 2.198, 0.842], [-0.107, -0.165, -1.271], [4.192, -3.064, 2.012], [3.771, -4.872, 0.696], [1.632, -4.764, -0.985], [0.656, -2.611, -1.436], [-1.646, 3.170, 1.447], [-4.067, 4.074, 0.945], [-5.011, 3.460, -1.071], [-3.860, 2.109, -2.712]]}

---

[2]
{"formula": "C13H10OS", "method": "ωB97M-V/def2-TZVPD", "smiles": "C=S1(=O)c2ccccc2-c2ccccc21", "homo_ev": -8.2, "total_charge": 0, "gap_ev": 8.3, "symbols": ["C", "S", "O", "C", "C", "C", "C", "C", "C", "C", "C", "C", "C", "C", "C", "H", "H", "H", "H", "H", "H", "H", "H", "H", "H"], "coordinates": [[-1.134, 2.922, -1.131], [-0.459, 1.956, 0.051], [-0.509, 2.567, 1.360], [1.337, 0.775, 0.011], [2.645, 1.161, -0.042], [3.607, 0.160, 0.062], [3.224, -1.161, 0.215], [1.888, -1.520, 0.257], [0.910, -0.532, 0.148], [-0.538, -0.754, 0.161], [-1.153, -2.002, 0.233], [-2.533, -2.096, 0.222], [-3.320, -0.955, 0.149], [-2.722, 0.295, 0.082], [-1.346, 0.378, 0.081], [-0.855, 3.957, -1.012], [-0.967, 2.522, -2.118], [2.925, 2.197, -0.154], [4.656, 0.416, 0.015], [3.979, -1.928, 0.307], [1.615, -2.557, 0.374], [-0.550, -2.894, 0.295], [-2.999, -3.069, 0.261], [-4.396, -1.041, 0.149], [-3.305, 1.201, 0.027]]}